ORCA calculation (wB97M-V/def2-TZVPD) on a structure of composition C13H34B2BeCaCl3F6NO11PSi2.

Element x y z (Å)
C1 0.67628 -2.27568 -1.57812
C2 0.64464 -0.95006 -1.64380
Si1 0.91275 0.94594 -1.94860
F1 1.46616 1.15036 -3.61540
O1 2.18259 1.42794 -0.92296
Si2 1.92702 2.97382 -0.15292
C3 3.69432 3.75523 0.04567
C4 4.83427 2.91219 -0.69968
C5 5.61940 1.91103 0.25353
F2 4.83049 0.80785 0.69970
B1 1.11430 2.57128 1.61081
O2 -0.22633 3.04540 1.84283
O3 1.77769 1.81412 2.61622
C6 2.80701 2.58050 3.29341
P1 -0.98875 2.08794 -1.55803
N1 -2.24303 1.01988 -0.94898
O4 -1.59729 2.58840 -3.07268
H1 1.06980 -3.34808 -1.41733
H2 1.07495 3.90212 -0.89648
H3 3.95225 3.96553 1.13054
H4 3.64208 4.77414 -0.49131
H5 4.46430 2.38009 -1.64012
H6 5.61561 3.66078 -1.08086
H7 5.99521 2.48291 1.16601
H8 6.55874 1.48361 -0.23972
H9 -0.24847 4.01092 1.70543
H10 3.81972 2.24332 2.87954
H11 2.70640 3.70923 3.15371
H12 2.83003 2.39583 4.42160
H13 -2.52849 1.27510 0.00300
H14 -2.00128 0.03025 -1.03867
H15 -0.90252 3.08002 -3.55486
B2 0.42110 -6.37356 -1.76434
F3 0.10645 -5.98775 -3.10348
F4 -0.71910 -6.13838 -0.93651
F5 0.77189 -7.74487 -1.72766
F6 1.51593 -5.57421 -1.29910
Be1 3.60957 6.68810 0.04107
Cl1 -2.93719 0.63854 -4.34741
Ca1 -1.18856 -2.58702 -2.68299
C7 -5.36861 0.18336 -0.56164
O5 -4.76601 0.21493 0.72170
C8 -5.41844 1.12857 1.60598
C9 -6.38290 0.40607 2.54486
O6 -7.46355 -0.17163 1.80700
C10 -7.29675 -1.56054 1.54680
H16 -5.03447 -0.72359 -1.07024
H17 -6.45989 0.16893 -0.50633
H18 -5.04323 1.05455 -1.13827
H19 -5.93519 1.91248 1.04063
H20 -4.63809 1.60762 2.20518
H21 -6.81623 1.13606 3.23282
H22 -5.84435 -0.36048 3.16170
H23 -7.54661 -2.13540 2.43988
H24 -6.27662 -1.80068 1.23422
H25 -7.98205 -1.83955 0.74257
C11 2.70608 3.87641 -5.51168
O7 3.38715 3.22852 -4.44732
H26 2.99736 4.92620 -5.52678
H27 2.97880 3.41252 -6.46296
H28 1.62522 3.80379 -5.35914
H29 3.11354 2.29790 -4.45170
C12 2.49274 1.60262 7.43765
O8 2.82479 2.63258 6.77741
O9 1.77292 0.71743 6.67933
O10 2.71555 1.29450 8.61935
H30 1.81287 1.28302 5.88701
C13 2.23874 -10.58579 -0.74286
O11 1.12032 -10.98469 -1.52366
H31 2.37174 -9.50949 -0.84395
H32 2.06129 -10.83093 0.30785
H33 3.13776 -11.09709 -1.09930
H34 1.02409 -11.93732 -1.41734
Cl2 -6.70541 -1.38426 4.57999
Cl3 -0.46248 0.70061 -4.40979

Total energy: -5040.26470 hartree
Total charge: -1
Lowest unoccupied orbital energy: -3.6 eV
Maximum force: 7.85 eV/A
Orbital gap: 1.18 eV
Highest occupied orbital energy: -4.80 eV